No. 1
Density functional theory data (ωB97M-V/def2-TZVPD) for a 6-piece molecular cluster, C24H29N6O11 overall.

* HOMO level: -6.2 eV
* 2S+1: 1
* energy relative to the best compared isomer or geometry (same formula, charge and spin): 14.8 kcal per mole
* net charge: -1
* LUMO: 0.24 eV

Atoms and positions in Å:
N: 1.76129 0.92310 -1.20321
O: 0.94929 1.85610 -1.27121
O: 1.41929 -0.16890 -0.66621
O: 2.93229 1.10910 -1.55121
C: -1.80871 -0.41490 -1.86921
C: -1.04971 -1.42090 -2.55621
C: -1.72171 -2.80890 -2.66421
C: -2.96471 -3.17090 -1.85021
C: -3.71371 -1.94990 -1.13821
C: -3.04271 -0.61890 -1.24021
N: -3.42571 -4.41790 -1.81121
O: -4.55371 -4.71690 -1.15121
O: -2.75871 -5.35290 -2.37021
H: -1.39271 0.46810 -1.77621
H: -0.18371 -1.01690 -2.95021
H: -1.00371 -3.55190 -3.27321
H: -4.79871 -2.12490 -0.71821
H: -3.63271 0.28310 -0.72821
C: 3.67829 -4.01190 -2.53721
C: 2.51229 -3.11890 -2.07021
C: 1.54329 -3.80490 -1.06221
C: 1.70729 -5.34090 -0.83121
C: 2.93429 -6.06190 -1.29521
C: 3.93329 -5.24190 -2.15821
N: 0.68429 -6.02690 0.00379
O: 1.04829 -7.09490 0.46779
O: -0.47071 -5.67190 -0.29421
H: 4.37929 -3.37190 -3.31521
H: 2.16529 -2.05790 -2.31021
H: 0.62129 -3.30590 -0.68221
H: 2.92729 -7.06090 -1.05921
H: 4.85029 -5.89490 -2.30421
C: 1.94229 1.90710 2.18979
C: 3.07229 2.90710 2.09579
C: 3.87929 3.20010 3.34479
C: 3.55929 2.39110 4.66179
C: 2.45029 1.33410 4.55579
C: 1.52329 1.25510 3.35379
N: 4.11229 2.83610 5.93779
O: 4.63729 4.01310 5.82779
O: 4.18329 1.98210 6.89679
H: 1.22429 1.80110 1.20379
H: 3.08129 3.57710 1.12779
H: 4.58229 4.04510 3.53779
H: 2.02629 0.67710 5.29079
H: 0.74429 0.68810 3.27279
C: -1.80971 1.17710 1.38579
O: -2.16271 2.25710 1.70279
N: -1.97171 0.06910 2.17379
C: -1.32071 -1.23290 2.00779
C: -2.58471 0.22910 3.38079
H: -1.24571 0.84910 0.39879
H: -2.04871 -2.08090 2.09379
H: -0.71371 -1.47690 2.88579
H: -0.85671 -1.40690 0.97079
H: -1.85071 0.32110 4.15479
H: -2.80471 -0.72590 3.65779
H: -3.55071 0.93610 3.58979
C: -2.23471 5.77410 -4.06821
O: -2.24271 6.94410 -4.44221
N: -1.86471 5.39610 -2.81021
C: -1.54071 4.00110 -2.41121
C: -1.73371 6.30810 -1.67421
H: -2.41671 5.00210 -4.67121
H: -1.44771 3.97810 -1.39521
H: -0.64671 3.48510 -2.79321
H: -2.18371 3.25510 -2.87321
H: -2.88071 6.51710 -1.39221
H: -1.38071 7.21210 -1.94221
H: -1.04971 5.75810 -0.98921

Force components x, y, z for each atom (eV/Å):
0.8688 -0.1666 1.0525
-1.0629 0.4103 -0.2333
-0.2304 -0.0244 -0.5154
0.0880 -0.3573 -0.3532
-1.3300 -5.6878 -0.6065
-6.6118 -2.4142 2.1543
2.0182 1.2692 1.0365
2.4854 8.7902 -0.5148
2.0193 -0.6800 -2.2208
-3.3476 -1.9472 1.3700
-3.2282 -7.3870 0.9795
4.0953 1.6994 -2.3769
-1.8023 2.7183 1.3147
2.0775 4.4983 0.2828
1.9147 -0.3796 -1.1526
-2.4194 1.2412 1.6916
2.6641 0.3626 -0.7119
1.5579 -2.0965 -1.2497
-1.1690 7.5281 -2.1869
-2.2783 -4.3795 3.2319
2.7033 -1.9396 -3.1981
3.9425 3.4886 -1.0479
-2.6751 7.0499 -0.7633
-1.3192 -6.3594 3.4306
-0.1551 -0.6720 -4.1641
-0.8874 0.6235 1.0833
1.1609 -0.4770 1.9720
-1.5061 -2.0764 2.1943
1.4251 -1.5317 0.1395
1.0720 -0.3635 -0.3242
0.7700 -2.2082 0.3208
-1.0666 1.4897 -0.5576
-0.2520 2.0676 -2.1000
-0.4750 -0.1054 2.7370
-3.0898 -2.1822 0.7463
-3.5518 -1.2833 -4.4069
-0.3692 2.8641 -2.4207
9.1218 4.5289 1.1148
2.1264 -0.2711 -0.3692
-1.5575 -3.7294 1.9476
-0.2987 3.6192 -2.6724
2.0970 0.3196 2.4954
0.5028 -1.6326 2.1904
-0.6672 -0.9193 -0.7938
0.8079 0.2199 1.1616
-4.4573 -3.5379 0.2338
2.4324 -3.8779 -2.1837
-0.9024 2.4747 0.2818
0.8145 0.1821 -3.0190
-0.7233 -1.1422 -1.4185
-2.5296 2.1271 3.2705
-0.8322 1.0459 1.4844
-0.1403 0.8758 -0.3166
0.8318 0.5021 -0.4242
-0.1715 0.7895 1.7859
0.7320 1.5160 0.9180
-1.9886 -2.8493 0.7648
2.6995 -1.5447 -1.1473
2.0075 3.7579 3.5330
-0.5688 -0.4769 0.1446
0.7539 -1.2336 -0.2048
-0.0963 -0.5621 -3.8118
-3.4512 -2.7387 0.3034
-0.9000 -3.4089 -2.7386
-0.3908 -0.5585 2.5659
0.8627 1.3939 -0.0440
-1.2901 0.2059 0.6531
2.6454 -0.5132 0.5278
1.5333 2.9766 -1.0213
-1.0387 1.0790 0.1558



No. 2
Density functional theory data (ωB97M-V/def2-TZVPD) for one molecule with the formula C2HFN2OS.

* structure (SMILES): Fc1n[nH]c(=S)o1
* HOMO level: -9.0 eV
* 2S+1: 1
* energy relative to the best compared isomer or geometry (same formula, charge and spin): 36.7 kcal per mole
* LUMO: 0.30 eV

Atoms and positions in Å:
F: 2.37065 0.41049 1.25725
C: 1.32927 -0.04114 0.59808
N: 1.16633 -1.08838 0.02293
N: 0.08770 -0.98917 -0.70355
C: -0.65191 -0.04385 -0.30380
S: -2.21773 0.45677 -0.65600
O: 0.21730 0.76330 0.37185
H: -0.43288 -2.05633 -0.79544

Force components x, y, z for each atom (eV/Å):
-1.2125 -0.2799 -0.3159
-0.7469 4.3099 1.0762
4.8066 -4.8580 -0.5092
-2.8538 -9.7226 -2.1758
-4.3606 6.0192 0.0154
1.4551 -0.8919 0.4349
1.0847 1.2277 1.8198
1.8275 4.1956 -0.3454



No. 3
Density functional theory data (ωB97M-V/def2-TZVPD) for one molecule with the formula C4H7N3.

* structure (SMILES): CNn1ccnc1
* HOMO level: -8.9 eV
* 2S+1: 1
* energy relative to the best compared isomer or geometry (same formula, charge and spin): 122.2 kcal per mole
* LUMO: 0.74 eV

Atoms and positions in Å:
C: -0.81319 -1.77969 -0.29563
N: 0.13194 -1.07146 -1.25632
N: 0.39604 0.15498 -0.38913
C: 1.56768 0.76885 0.28624
C: 1.09339 1.75716 1.11105
N: -0.21425 2.11158 0.58960
C: -0.60806 0.97247 -0.16298
H: -0.35322 -1.60873 0.85475
H: -1.68228 -1.05963 -0.08063
H: -1.24880 -3.00481 -0.57144
H: -0.53769 -0.61894 -2.11209
H: 2.40759 -0.01650 0.35042
H: 1.53074 2.53741 1.92927
H: -1.66989 0.85732 -0.25310

Force components x, y, z for each atom (eV/Å):
-1.2558 -0.8067 2.5410
-1.9766 2.1682 0.0105
0.7832 0.5550 -0.7936
0.5246 -4.5977 0.3716
-1.5009 2.9954 -1.5817
0.0774 -4.1637 0.4746
1.0842 5.3348 2.9519
-0.6292 -1.5069 -3.2494
0.5203 -1.7412 -0.8721
1.7825 4.1255 0.7020
2.4304 -1.5840 2.9685
-1.0775 1.9110 -0.0562
-0.6808 -2.4537 -2.4604
-0.0818 -0.2361 -1.0067



No. 4
Density functional theory data (ωB97M-V/def2-TZVPD) for a 2-piece molecular cluster, C3H7ClNO2S overall.

* HOMO level: -3.9 eV
* 2S+1: 1
* energy relative to the best compared isomer or geometry (same formula, charge and spin): 73.4 kcal per mole
* net charge: -1
* LUMO: 3.64 eV

Atoms and positions in Å:
C: -1.77375 1.35129 0.73190
C: 1.37470 -0.14902 0.91941
C: 0.87931 0.27945 -1.45059
N: 0.81109 -0.67582 -0.30066
O: -1.43472 -1.54000 -1.34331
O: -1.05336 -1.95426 1.05672
S: -1.01431 -0.96663 -0.03528
Cl: -3.40202 1.32594 0.16470
H: -1.79056 0.84208 1.71082
H: 1.33421 -0.84892 1.77952
H: 2.44415 0.09891 0.63525
H: 0.77926 0.73210 1.35011
H: 0.64872 1.42077 -1.26494
H: 1.88611 0.26510 -1.78038
H: 0.31117 -0.18098 -2.17328

Force components x, y, z for each atom (eV/Å):
1.2578 -0.9545 -0.2777
0.2331 0.9805 0.7437
0.8608 1.6284 2.8281
-2.3275 0.4317 -0.2738
0.2405 0.9544 1.0344
0.1579 0.5665 -0.0505
0.8771 -0.4155 -0.6414
-0.7965 0.0105 -0.1035
-0.3117 -0.0466 -0.0291
0.2751 -0.1616 -0.8942
-1.0590 0.0935 0.8774
1.0320 -0.4563 -0.8995
-0.1717 -2.2062 -0.0199
1.2791 0.0037 -0.4326
-1.5470 -0.4287 -1.8615



No. 5
Density functional theory data (ωB97M-V/def2-TZVPD) for C19H40BrNO15P as an isolated structure.

* HOMO level: -3.5 eV
* 2S+1: 1
* net charge: -1
* LUMO: 2.10 eV

Atoms and positions in Å:
N: -4.16306 0.34780 2.97344
C: -4.08948 1.52564 2.08962
C: -3.18370 2.66465 2.59679
C: -2.54600 3.40828 1.42659
Br: -1.91825 5.17175 2.13477
P: -1.17879 2.57812 0.72675
O: -1.06957 2.48451 -0.74867
O: -1.21802 1.06760 1.37631
O: 0.27128 3.13975 1.24731
H: -3.96866 0.63528 3.92706
H: -3.40856 -0.28392 2.72674
H: -3.74163 1.19439 1.11046
H: -5.10368 1.91550 1.95797
H: -3.77784 3.38849 3.16244
H: -2.46918 2.22305 3.31862
H: -0.45747 0.86961 1.92890
H: 0.34464 3.13533 2.20847
C: 0.06612 10.33135 -3.02165
C: -0.54359 10.11729 -1.65211
O: -1.31824 8.91657 -1.58964
C: -0.60155 7.78204 -1.46016
O: 0.60278 7.74385 -1.37745
O: -1.43459 6.76664 -1.44405
C: -0.82457 5.46245 -1.31596
H: -0.71003 10.31629 -3.78816
H: 0.57084 11.29851 -3.05708
H: 0.79308 9.55143 -3.24204
H: -1.25419 10.90855 -1.41508
H: 0.22439 10.09338 -0.87875
H: -0.17261 5.43543 -0.44724
H: -0.26008 5.23762 -2.21973
H: -1.63727 4.75664 -1.19044
C: 1.73077 -2.25615 -4.62742
C: 2.46556 -2.63292 -3.36008
O: 3.01522 -1.48887 -2.68817
C: 2.12523 -0.79010 -1.96245
O: 0.96942 -1.08947 -1.80232
O: 2.72933 0.25465 -1.42647
C: 1.87643 0.98959 -0.51581
H: 2.38340 -1.68432 -5.28826
H: 1.40941 -3.15910 -5.14830
H: 0.85186 -1.65501 -4.39900
H: 3.33000 -3.25537 -3.59083
H: 1.82132 -3.18090 -2.67253
H: 1.46539 0.31202 0.23014
H: 1.05938 1.48210 -1.03983
H: 2.51927 1.72761 -0.04776
C: 1.58364 -8.87488 0.65343
C: 1.96206 -8.72480 -0.80296
O: 1.99557 -7.34418 -1.20525
C: 3.08547 -6.66973 -0.83811
O: 4.03783 -7.12459 -0.25603
O: 2.94207 -5.40722 -1.22911
C: 4.02222 -4.53784 -0.87337
H: 0.63458 -8.37646 0.85254
H: 1.47817 -9.93253 0.89853
H: 2.34880 -8.44518 1.29809
H: 1.21151 -9.17138 -1.45250
H: 2.92815 -9.18236 -1.01513
H: 4.97316 -4.93144 -1.22768
H: 4.06621 -4.40472 0.20656
H: 3.80338 -3.59120 -1.35344
C: 0.24230 -2.81590 1.00116
C: -1.23917 -2.62159 0.78352
O: -2.02793 -3.14434 1.87853
C: -2.06873 -2.37453 2.95771
O: -1.52962 -1.30695 3.10489
O: -2.82982 -2.98022 3.87783
C: -2.95955 -2.24907 5.09884
H: 0.48819 -3.86540 1.17423
H: 0.76824 -2.46524 0.11382
H: 0.58078 -2.23017 1.85598
H: -1.58713 -3.17718 -0.08440
H: -1.48325 -1.56882 0.64125
H: -3.31099 -1.23729 4.90593
H: -2.00409 -2.20396 5.62052
H: -3.68659 -2.79849 5.68970

Force components x, y, z for each atom (eV/Å):
-0.0271 -0.1032 -0.0913
-0.1698 0.0295 0.1719
-0.0221 -0.0015 -0.1804
0.2516 0.0769 0.5949
-0.0932 -0.0579 -0.1430
-0.1115 -0.1511 -0.4204
0.0771 0.0817 0.3202
0.0434 0.1063 -0.2672
0.2607 -0.4680 0.0016
-0.0478 0.0590 -0.0347
0.0144 0.3079 0.0797
-0.0797 -0.0109 0.0611
0.0801 0.0277 -0.1301
-0.0426 -0.1064 -0.0118
0.0067 0.0620 -0.0568
-0.0871 -0.0862 0.0557
-0.1895 0.3659 0.0398
-0.0240 -0.0549 -0.0320
-0.0015 0.0770 0.0686
0.0125 -0.0321 -0.0402
0.0147 0.0575 0.0296
-0.0152 -0.0221 -0.0151
0.0063 0.0658 -0.0311
-0.0619 -0.0573 -0.0122
0.0040 0.0235 0.0015
-0.0001 0.0030 0.0004
0.0045 0.0088 0.0136
-0.0066 -0.0133 -0.0025
0.0134 -0.0288 -0.0230
-0.0026 0.0068 -0.0135
0.0159 -0.0120 0.0197
0.0054 0.0699 -0.0258
-0.0129 0.1386 0.0433
-0.0012 -0.2014 -0.1319
-0.0407 0.0791 -0.0427
-0.0463 0.0421 0.1071
0.0180 -0.2127 -0.1418
-0.0016 -0.1165 0.0492
0.0457 0.3031 0.0413
0.0017 -0.0278 -0.0167
0.0007 -0.0024 0.0035
-0.0069 -0.0225 0.0069
0.0222 0.0395 0.0102
-0.0351 0.0333 -0.0145
-0.0070 -0.0056 -0.0130
-0.0277 -0.0650 -0.0009
0.0144 -0.0038 -0.0227
-0.0094 0.0723 0.0177
-0.0074 -0.1095 -0.0450
0.0154 0.0259 0.0122
-0.0135 -0.0175 0.0428
-0.0051 0.0109 -0.0147
-0.0119 -0.0009 -0.0404
0.0733 0.1037 0.0453
-0.0075 -0.0249 -0.0012
-0.0006 -0.0001 0.0014
0.0066 -0.0168 -0.0093
-0.0028 0.0235 -0.0004
0.0129 0.0332 0.0266
-0.0284 -0.0466 -0.0030
-0.0134 -0.0573 0.0024
0.0197 0.0415 0.0409
0.0434 0.0115 0.1155
-0.0314 0.1491 -0.2176
0.0658 0.0156 0.0812
-0.0914 -0.2193 0.0597
0.2000 -0.1312 0.0654
0.0872 0.0296 -0.0730
-0.0484 0.0400 0.0458
-0.0410 -0.0124 -0.0357
-0.0036 -0.0245 -0.0034
0.0124 -0.0067 0.0045
-0.0116 -0.0391 0.0327
0.0378 0.0198 0.0382
-0.0194 -0.0797 0.0204
0.0172 -0.0036 -0.0130
0.0034 0.0121 -0.0007



No. 6
Density functional theory data (ωB97M-V/def2-TZVPD) for C3H10N3O as an isolated structure.

* HOMO level: -3.3 eV
* 2S+1: 1
* energy relative to the best compared isomer or geometry (same formula, charge and spin): 32.5 kcal per mole
* net charge: -1
* LUMO: 4.34 eV

Atoms and positions in Å:
N: 0.29307 1.90549 -2.38412
C: 0.76570 1.60977 -0.99738
O: 0.90861 0.25227 -0.81966
H: -0.29052 1.09793 -2.57550
H: 1.07966 1.80080 -3.01633
H: 1.73514 2.11012 -0.83869
H: 0.03865 2.08855 -0.32583
C: -1.70677 -1.18287 -0.05814
N: -0.85404 -0.42988 0.83757
C: -0.28241 -1.14185 1.82784
N: 0.97183 -1.06770 2.16711
H: -2.20820 -0.50299 -0.75156
H: -1.10788 -1.87909 -0.66534
H: -2.48399 -1.75983 0.46959
H: 0.20666 -0.07225 0.05620
H: -0.95974 -1.82724 2.38066
H: 1.23328 -1.93458 2.62942

Force components x, y, z for each atom (eV/Å):
0.1758 0.2947 0.3041
0.2170 -0.3564 -0.5824
-0.2626 0.0624 0.6548
-0.1583 0.0160 -0.1585
0.0612 -0.0961 0.0463
-0.0888 0.2442 -0.1767
-0.0519 -0.3197 0.1765
-0.1232 0.1036 0.5092
0.8843 0.1822 0.1864
0.0329 -0.2922 -0.2482
-0.1786 -0.1893 -0.5412
-0.0263 -0.0021 0.0497
-0.1453 -0.0606 -0.0451
0.0008 -0.0578 -0.0275
-0.0869 0.5276 -0.6948
0.0245 -0.4382 -0.3066
-0.2745 0.3818 0.8541



- What is the formula in the second record?
  C2HFN2OS